{"formula": "C4H9O2", "method": "ωB97M-V/def2-TZVPD", "homo_energy_ha": [-0.401, -0.396], "orbital_gap_ev": [11.70, 7.39], "largest_force_ev_per_a": 2.5, "charge": 0, "spin_multiplicity": 2, "relative_energy_ev": 0.453, "elements": ["O", "O", "C", "C", "C", "C", "H", "H", "H", "H", "H", "H", "H", "H", "H"], "coordinates": [[-0.3238, -1.1196, -0.3983], [0.3797, -2.1678, -2.2894], [-1.1296, -0.4500, -2.5301], [-0.2652, -1.3617, -1.5793], [1.3851, 0.8139, 1.6988], [-0.0531, 0.5676, 2.1632], [-1.4890, 0.3868, -1.9396], [1.5499, 1.9000, 1.6475], [1.4461, 0.6207, 0.6168], [-0.7023, 1.0618, 1.4506], [-0.6860, 0.0267, -3.4008], [-0.2700, -0.4989, 2.1387], [-1.9695, -1.0693, -2.8318], [2.2888, 0.3461, 2.0747], [-0.1610, 0.9438, 3.1791]], "forces_ev_per_angstrom": [[0.15, -0.66, -0.04], [0.40, -0.72, -0.72], [-0.65, 0.26, -0.60], [-0.40, 1.97, 1.02], [-0.03, 1.32, -2.13], [1.30, -0.65, 0.34], [0.06, -0.27, 0.55], [0.21, -0.08, 0.62], [-0.16, -0.46, 0.14], [-0.29, 0.14, 0.19], [0.49, -0.66, -0.11], [-0.19, 0.04, 0.09], [-0.07, 0.03, -0.17], [-0.41, -0.30, 0.86], [-0.41, 0.04, -0.03]]}